Entry 1:
Below is C17H28BCoN6Te as an isolated structure, with properties calculated with ωB97M-V/def2-TZVPD.

Last column: Mulliken charge in e.
Cartesian coordinates (Å):
Te (2.406, 1.159, -1.183)  0.316
C (-0.151, -3.869, 1.185)  0.986
H (-0.434, -5.780, 2.052)  0.362
H (-5.012, -1.103, 2.662)  0.361
H (2.416, 0.293, -3.768)  0.381
H (1.906, 3.314, 2.819)  0.430
N (0.755, 0.364, 1.955)  -0.233
H (-3.510, 1.879, -1.522)  0.380
H (3.479, 0.065, 1.061)  0.268
Co (0.415, -0.055, 0.015)  -0.231
C (-3.700, 0.203, 0.663)  -1.285
H (3.170, 2.316, 2.117)  0.239
H (1.721, 2.714, 1.172)  0.231
H (4.068, 0.630, -3.210)  0.381
H (1.025, -3.581, -2.730)  0.395
C (0.513, -0.266, 4.060)  0.901
H (0.304, -2.121, 5.109)  0.269
H (0.582, -5.248, -0.372)  0.494
C (3.872, 0.194, 0.056)  -1.002
C (-0.664, -4.742, 2.279)  -1.321
H (-1.329, -2.181, 3.133)  -0.058
H (1.695, 1.389, 4.908)  0.503
H (-4.723, 0.504, 0.517)  0.476
C (0.068, -1.065, 5.237)  -1.347
H (-3.851, -2.435, 2.631)  0.248
C (2.090, 2.462, 2.167)  -1.492
N (-1.510, 0.007, 0.404)  -0.401
C (0.417, -4.242, -0.024)  -1.362
C (-2.522, 1.498, -1.279)  -1.478
H (0.568, -0.699, 6.130)  0.367
H (-3.585, -1.062, 3.705)  0.253
C (1.374, -2.843, -2.011)  -1.332
C (-3.209, -0.651, 1.641)  0.961
N (-1.883, -0.753, 1.461)  0.903
H (-1.746, -4.646, 2.380)  0.254
H (-2.134, 0.965, -2.150)  0.280
C (0.731, -3.053, -0.682)  0.753
H (4.074, -0.777, -0.388)  0.351
H (-0.208, -4.478, 3.233)  0.266
C (1.402, 1.256, 2.710)  0.812
C (3.119, 0.168, -2.948)  -0.991
H (2.458, -2.945, -1.930)  0.216
H (4.782, 0.786, 0.081)  0.418
C (1.287, 0.881, 4.050)  -1.330
N (0.206, -0.560, 2.785)  0.924
N (-0.162, -2.527, 1.232)  0.937
B (-0.831, -1.572, 2.246)  -0.558
C (-2.598, 0.592, -0.096)  0.729
H (-1.008, -0.973, 5.390)  0.258
N (0.366, -2.027, 0.089)  -0.343
H (3.268, -0.886, -2.737)  0.214
H (-1.864, 2.345, -1.078)  0.282
C (-3.956, -1.354, 2.722)  -1.282
H (1.140, -1.848, -2.391)  0.247

Properties
energy: -72617.578 eV
LUMO level (spin up / spin down): -4.2 / -3.5 eV
largest force on an atom: 1.49 eV/A
net charge: +1
HOMO energy (spin up / spin down): -11.72 / -11.72 eV
spin multiplicity: 2
HOMO-LUMO gap (spin up / spin down): 0.2763 / 0.3006 Ha
expectation value of S²: 0.761

---

Entry 2:
Below is one molecule with the formula C8H14ClNS2, with properties calculated with ωB97M-V/def2-TZVPD.

Last column: Mulliken charge in e.
Cartesian coordinates (Å):
S (-1.273, 1.088, -1.747)  -0.337
C (2.284, 0.383, 1.406)  -0.978
H (-0.629, -1.482, -2.780)  0.398
C (-1.004, -1.920, -1.794)  -0.460
H (-2.166, -1.907, -1.671)  0.316
H (0.067, 3.131, -0.429)  0.441
H (-1.282, 4.204, 1.398)  0.348
H (2.762, 1.322, 1.489)  0.362
H (0.654, 1.205, 2.540)  0.382
C (0.786, 0.568, 1.656)  -1.076
N (0.059, 1.180, 0.563)  0.162
H (0.610, -3.632, -3.264)  0.306
H (-1.376, 2.651, 2.222)  0.261
H (0.202, -5.194, -2.395)  0.258
S (-0.144, -1.219, -0.365)  -0.093
H (2.755, -0.085, 2.278)  0.383
Cl (-1.635, -4.123, -0.324)  -0.185
C (-1.281, 3.093, 1.201)  -0.884
C (-0.719, -3.400, -1.736)  0.157
H (0.907, 2.878, 1.227)  0.271
C (-0.031, 2.683, 0.549)  -0.756
H (2.636, -0.202, 0.536)  0.256
H (0.249, -0.396, 1.904)  0.551
C (-0.419, 0.477, -0.473)  0.421
H (-2.119, 2.795, 0.502)  0.254
C (0.106, -4.101, -2.493)  -0.758

Properties
ΔE to the lowest compared entry with this formula, charge and spin: 0.0 kcal per mole
energy: -44204.841 eV
LUMO level: 0.7 eV
largest force on an atom: 3.98 eV/A
net charge: 0
SMILES: C=C(Cl)CSC(=S)N(CC)CC
HOMO energy: -8.19 eV
HOMO-LUMO gap: 0.3281 Ha

---

Entry 3:
Below is C19H31N10O2V as an isolated structure, with properties calculated with ωB97M-V/def2-TZVPD.

Last column: Mulliken charge in e.
Cartesian coordinates (Å):
N (-0.033, 2.235, -0.385)  0.803
N (-0.153, 0.532, -4.422)  0.109
H (0.994, -3.830, -2.276)  0.267
N (-0.041, 0.313, -2.273)  0.315
C (-5.641, 0.785, -0.966)  -0.194
H (-6.648, 0.938, -1.330)  0.447
O (0.319, -2.158, -0.546)  -0.859
H (-0.291, 0.795, 2.183)  0.310
H (3.058, -0.490, 4.100)  0.501
C (2.583, 1.220, 1.952)  -1.181
C (-0.105, 1.627, -2.669)  0.297
H (3.348, 1.634, 2.614)  0.558
C (-3.381, 0.091, -1.319)  0.188
H (2.827, -3.234, 0.995)  0.462
N (2.259, -2.629, 1.591)  0.208
H (-0.089, 2.862, 1.597)  0.526
C (3.149, -1.667, 2.360)  0.490
C (-1.721, -3.424, -0.347)  -1.207
N (0.382, 0.040, 2.056)  -0.355
H (-2.047, -2.586, 0.264)  0.190
H (4.421, -1.414, 0.615)  0.415
H (-2.558, -0.293, -1.900)  0.339
H (2.771, -0.572, -0.882)  0.253
C (-0.256, 4.521, 0.249)  -0.575
H (1.565, -2.175, 0.977)  -0.236
H (4.103, 1.072, 0.468)  0.470
C (-4.655, 0.283, -1.805)  -1.016
H (-4.869, 0.038, -2.836)  0.451
H (1.346, 0.982, 3.677)  0.291
C (-0.071, -0.346, -3.423)  -0.302
H (-0.093, -0.737, 2.512)  0.276
N (2.369, 0.164, -0.305)  -0.430
H (-2.458, -3.628, -1.123)  0.433
H (-1.656, -4.319, 0.276)  0.378
N (-3.086, 0.389, -0.041)  0.075
H (3.819, -2.329, 2.907)  0.303
O (-1.860, 0.193, 0.443)  -0.223
C (2.340, -0.849, 3.359)  -1.625
H (2.065, 2.080, 1.526)  0.319
C (-0.121, 3.175, 0.562)  -0.575
C (-0.119, 2.679, -1.654)  0.275
H (-0.464, -4.748, -2.177)  0.226
H (-6.044, 1.475, 1.037)  0.453
N (0.066, -3.937, -1.895)  -0.307
H (-3.686, 1.081, 1.795)  0.470
N (-0.306, 4.948, -1.006)  -0.489
H (-0.321, 5.265, 1.033)  0.410
H (4.817, -0.447, 2.000)  0.507
H (-0.301, 4.357, -2.989)  0.518
C (-0.246, 4.028, -1.957)  -0.548
C (3.973, -0.807, 1.408)  -1.554
H (-0.035, -1.413, -3.564)  0.483
C (-4.022, 0.878, 0.790)  -0.131
H (2.421, 0.985, -0.908)  0.402
V (0.109, 0.153, -0.189)  0.743
C (-5.311, 1.082, 0.347)  -0.698
N (-0.175, 1.792, -3.962)  -0.656
H (1.650, -1.488, 3.918)  0.400
C (-0.375, -3.126, -0.937)  0.583
C (1.627, 0.386, 2.807)  0.313
H (-0.189, 0.359, -5.418)  0.204
C (3.293, 0.444, 0.845)  0.037
H (1.754, -3.239, 2.238)  0.462

Properties
ΔE to the lowest compared entry with this formula, charge and spin: 6.0 kcal per mole
energy: -64868.577 eV
LUMO level (spin up / spin down): -8.1 / -8.3 eV
largest force on an atom: 1.68 eV/A
net charge: +3
HOMO energy (spin up / spin down): -15.98 / -17.48 eV
spin multiplicity: 4
HOMO-LUMO gap (spin up / spin down): 0.2897 / 0.3378 Ha
expectation value of S²: 3.757

---

Entry 4:
Below is CH3IOS2 as an isolated structure, with properties calculated with ωB97M-V/def2-TZVPD.

Last column: Mulliken charge in e.
Cartesian coordinates (Å):
H (0.408, -2.043, 0.231)  0.371
H (-1.913, -0.096, 0.580)  0.165
C (0.275, -1.055, 0.170)  -0.801
H (1.152, -0.517, -0.316)  0.347
I (0.334, -0.558, 2.185)  0.129
S (-1.393, -0.503, -0.563)  0.640
S (-1.101, 1.022, -1.714)  -0.299
O (-2.181, -1.591, -1.111)  -0.551

Properties
ΔE to the lowest compared entry with this formula, charge and spin: 40.9 kcal per mole
energy: -32902.047 eV
LUMO level: -0.2 eV
largest force on an atom: 4.60 eV/A
net charge: 0
HOMO energy: -9.68 eV
HOMO-LUMO gap: 0.3488 Ha

---

Entry 5:
Below is a 5-piece molecular cluster, C28H28BNO11 overall, with properties calculated with ωB97M-V/def2-TZVPD.

Last column: Mulliken charge in e.
Cartesian coordinates (Å):
C (-6.506, 2.236, 0.349)  -0.373
H (-5.399, -1.010, 0.981)  0.436
O (0.986, 0.806, -2.466)  -0.405
H (-4.209, -2.537, -6.469)  0.401
H (5.310, 1.464, 8.095)  0.406
C (3.971, -2.566, 1.826)  -0.134
C (4.852, -4.829, 1.477)  0.303
C (-0.430, 0.712, -2.851)  -0.112
H (3.964, -6.403, 2.709)  0.411
C (-6.587, 0.802, 0.688)  0.316
B (0.522, 2.557, -0.556)  0.708
O (2.271, -2.330, 3.441)  -0.679
H (1.339, -0.731, 1.941)  0.089
O (4.552, 0.515, 3.793)  -0.537
H (-2.063, -0.213, -9.464)  0.401
H (1.392, -1.086, -0.347)  0.298
C (4.759, 0.949, 7.318)  -0.409
C (5.052, 1.093, 6.022)  -0.378
C (-4.068, 2.063, 0.138)  0.185
H (-0.012, 4.041, -3.349)  0.205
C (3.924, -5.339, 2.506)  -0.391
C (1.166, 1.084, -1.034)  0.069
H (-7.442, 2.780, 0.320)  0.404
C (-3.445, -0.672, -5.806)  -0.276
H (2.636, -1.013, 4.648)  0.768
C (4.813, -3.382, 1.185)  -0.463
H (-1.089, 3.674, -1.843)  -0.012
C (2.894, -0.642, 6.721)  -0.397
H (2.396, -4.881, 3.905)  0.417
C (-5.322, 0.041, 0.732)  -0.405
H (-1.284, 3.090, 0.251)  0.420
H (-1.656, 1.577, -7.781)  0.418
O (5.624, -5.575, 0.891)  -0.550
H (2.342, 1.214, -0.869)  0.128
H (3.931, -1.502, 1.623)  0.585
O (-2.995, 2.601, -0.097)  -0.520
C (3.659, 0.070, 7.763)  0.350
C (4.286, 0.381, 4.980)  0.313
C (-2.202, 0.673, -7.541)  -0.387
H (-3.802, -0.746, -4.786)  0.446
H (-1.101, 0.075, -2.133)  0.124
H (2.090, -1.282, 7.063)  0.441
C (-4.149, 0.629, 0.477)  -0.246
C (3.187, -0.497, 5.425)  -0.340
H (0.119, 0.399, 1.954)  0.199
O (-2.500, 1.433, -5.331)  -0.537
C (-2.420, -0.288, -8.444)  -0.334
H (-0.448, 0.141, -3.899)  0.100
C (-3.663, -1.633, -6.709)  -0.323
C (3.082, -4.523, 3.147)  -0.370
N (0.993, 0.124, 1.440)  -0.386
H (5.499, -3.024, 0.427)  0.423
C (0.720, -0.152, -0.034)  -0.310
O (-7.660, 0.264, 0.923)  -0.549
C (3.043, -3.076, 2.855)  0.362
C (-2.698, 0.552, -6.156)  0.387
H (-0.965, 1.736, -3.040)  0.068
C (-5.333, 2.824, 0.094)  -0.389
O (-0.407, 2.720, 0.586)  -0.523
H (-0.395, -0.489, -0.149)  0.014
H (-3.212, 0.085, 0.506)  0.498
H (5.856, 1.733, 5.679)  0.425
H (-0.252, 5.390, -1.927)  0.226
O (3.393, -0.063, 8.950)  -0.563
C (-3.167, -1.512, -8.094)  0.354
C (-0.112, 4.258, -2.200)  -0.334
O (0.993, 3.728, -1.376)  -0.350
O (-3.366, -2.393, -8.919)  -0.551
H (-5.256, 3.875, -0.155)  0.433

Properties
energy: -54172.902 eV
LUMO level: -2.1 eV
largest force on an atom: 3.64 eV/A
net charge: 0
SMILES: COB(O)[C@@H](CN)OC.O=C1C=CC(=O)C=C1.O=C1C=CC(=O)C=C1.O=C1C=CC(=O)C=C1.O=C1C=CC(=O)C=C1
HOMO energy: -8.84 eV
HOMO-LUMO gap: 0.2471 Ha

---

Entry 6:
Below is a 10-piece molecular cluster, H21O10 overall, with properties calculated with ωB97M-V/def2-TZVPD.

Last column: Mulliken charge in e.
Cartesian coordinates (Å):
H (0.032, 2.302, -0.055)  0.474
H (2.243, 0.403, 0.708)  0.315
H (3.015, -2.721, 1.065)  0.278
H (-4.463, -0.072, 0.004)  0.385
H (-2.511, 0.614, -2.735)  0.290
O (2.736, -0.873, -2.888)  -0.637
O (0.100, 0.636, -0.734)  -0.483
H (1.480, -0.635, 3.593)  0.314
O (1.149, 0.224, 3.639)  -0.639
O (-1.081, -1.379, 2.376)  -0.599
H (-1.585, -2.281, -1.205)  0.268
H (1.140, 3.190, -0.757)  0.440
H (1.639, -2.200, 1.165)  0.295
H (-1.450, -1.356, 3.323)  0.314
O (2.515, -1.989, 1.329)  -0.589
O (1.693, 1.150, 1.096)  -0.629
O (0.606, 3.142, 0.073)  -0.485
H (1.598, 0.937, 2.125)  0.377
H (-1.592, -0.622, 1.995)  0.304
H (2.609, -1.738, -2.570)  0.311
H (-1.284, -0.127, -3.444)  0.340
H (1.356, 2.378, 0.525)  0.524
H (0.811, 0.403, -1.244)  0.246
O (-1.707, 0.787, -3.330)  -0.650
O (-3.522, 0.380, -0.375)  -0.680
H (2.018, -0.527, -3.466)  0.324
H (-2.495, -1.251, -0.421)  0.354
O (-2.327, -1.768, -1.234)  -0.597
H (-0.701, 0.251, -1.125)  0.244
H (-3.575, 0.230, -1.323)  0.292
H (0.409, 0.358, 4.235)  0.297

Properties
ΔE to the lowest compared entry with this formula, charge and spin: 74.1 kcal per mole
energy: -20807.617 eV
LUMO level: -3.2 eV
largest force on an atom: 4.65 eV/A
net charge: +1
HOMO energy: -14.65 eV
HOMO-LUMO gap: 0.4201 Ha

---

Entry 7:
Below is a 2-piece molecular cluster, CH2NO2S overall, with properties calculated with ωB97M-V/def2-TZVPD.

Last column: Mulliken charge in e.
Cartesian coordinates (Å):
O (1.271, -1.423, -0.139)  -0.515
H (-1.594, -0.857, -0.201)  0.038
S (1.375, 0.034, -0.065)  0.736
N (0.181, 0.949, 0.044)  -0.430
C (-1.677, -0.041, 0.585)  -0.342
H (-2.305, 0.750, 0.029)  0.061
O (2.750, 0.587, -0.253)  -0.548

Properties
ΔE to the lowest compared entry with this formula, charge and spin: 121.4 kcal per mole
energy: -17485.745 eV
LUMO level: 4.0 eV
largest force on an atom: 2.06 eV/A
net charge: -1
HOMO energy: -3.79 eV
HOMO-LUMO gap: 0.2869 Ha

---

Entry 8:
Below is a 4-piece molecular cluster, C2H12N2O4 overall, with properties calculated with ωB97M-V/def2-TZVPD.

Last column: Mulliken charge in e.
Cartesian coordinates (Å):
H (-1.548, 1.300, -1.338)  0.372
H (-2.873, -0.871, 2.109)  0.302
H (2.033, -0.259, -2.872)  0.371
H (-1.690, -1.213, -1.430)  0.196
O (-3.157, -0.475, 1.271)  -0.639
H (0.172, 1.171, -2.918)  0.242
O (1.663, -0.609, -0.892)  -0.566
N (0.212, 0.494, -2.173)  -0.138
H (1.519, -0.566, 3.057)  0.301
C (-0.782, 0.579, -1.008)  -0.344
H (1.355, 0.766, 1.584)  0.351
H (1.901, 2.164, 1.368)  0.336
H (1.313, -1.609, 1.971)  0.327
H (-0.444, -1.248, -0.317)  0.216
C (1.392, -0.090, -1.980)  -0.052
N (-1.234, -0.741, -0.673)  -0.490
O (1.120, 1.715, 1.733)  -0.673
H (-2.312, -0.045, 1.081)  0.313
O (0.920, -0.810, 2.341)  -0.661
H (-0.271, 0.960, -0.124)  0.235

Properties
ΔE to the lowest compared entry with this formula, charge and spin: 39.3 kcal per mole
energy: -13438.713 eV
LUMO level: 0.6 eV
largest force on an atom: 2.20 eV/A
net charge: 0
SMILES: NCNC=O.O.O.O
HOMO energy: -9.27 eV
HOMO-LUMO gap: 0.3612 Ha